[1]
Entry from the OMol25 dataset: C24H20AsNO6PReS5Sb as an isolated structure (ωB97M-V with the def2-TZVPD basis set).

Atoms and positions in Å:
Re 0.3839 -0.5250 -0.4698
O -1.0726 -2.0180 -3.4636
As -2.2767 -1.3076 -2.4110
O -3.4485 -0.5252 -3.2027
O -1.2896 -0.2509 -1.4744
C -2.9725 -2.7698 -1.3710
C -4.1977 -3.2206 -1.8389
C -4.8018 -4.3311 -1.2566
C -4.1857 -4.9937 -0.2078
C -2.9676 -4.5409 0.2819
C -2.3733 -3.4343 -0.2986
S -0.8867 -2.8488 0.4290
O 0.0999 -2.5731 -0.7019
O -0.4186 -3.7980 1.3731
O -1.1319 -1.4679 0.9343
H -1.3577 -1.9103 -4.3803
H -4.6771 -2.6968 -2.6558
H -5.7558 -4.6750 -1.6325
H -4.6504 -5.8623 0.2396
H -2.4771 -5.0338 1.1109
S 1.4484 -0.2647 1.5121
Sb 3.2415 1.2543 0.9113
S 2.2122 -0.8840 -1.5822
S 1.5924 2.5493 -0.3376
S 3.9760 0.0476 -1.0265
N 0.2835 1.4687 -0.6061
P -1.1903 2.3031 -0.9095
C -0.9966 4.0288 -0.4461
C -0.3867 4.9023 -1.3538
C -0.2291 6.2376 -1.0282
C -0.6861 6.7125 0.1958
C -1.3048 5.8540 1.0920
C -1.4633 4.5131 0.7754
C -2.4716 1.6084 0.1246
C -2.1371 1.3032 1.4427
C -3.0921 0.7499 2.2805
C -4.3681 0.4949 1.7991
C -4.6899 0.7783 0.4775
C -3.7425 1.3305 -0.3696
C -1.5353 2.3570 -2.6620
C -2.6379 3.0921 -3.0905
C -2.9094 3.1893 -4.4451
C -2.0656 2.5833 -5.3657
C -0.9473 1.8814 -4.9358
C -0.6803 1.7612 -3.5822
H -0.0400 4.5392 -2.3136
H 0.2430 6.9102 -1.7320
H -0.5695 7.7595 0.4449
H -1.6761 6.2282 2.0369
H -1.9657 3.8583 1.4727
H -1.1296 1.4710 1.8092
H -2.8341 0.5050 3.3021
H -5.1118 0.0573 2.4526
H -5.6786 0.5568 0.0980
H -3.9815 1.4959 -1.4122
H -3.2805 3.5925 -2.3754
H -3.7755 3.7434 -4.7805
H -2.2763 2.6656 -6.4242
H -0.2809 1.4244 -5.6560
H 0.1837 1.2021 -3.2461

Results
ΔE to the lowest compared entry with this formula, charge and spin	0.000	eV
total charge	+1
HOMO energy (spin up / spin down)	-11.375 / -11.374	eV
molar mass	992.623	g/mol
LUMO level (spin up / spin down)	-4.85 / -4.85	eV
gap between HOMO and LUMO (spin up / spin down)	6.53 / 6.53	eV
F_max	0.01673	hartree/bohr
DFT total energy	-6319.26819	Eh

Mulliken atomic charge list, values in e, 6 entries: 1.066, -0.609, 0.901, -0.710, 0.061, -0.200

***

[2]
Entry from the OMol25 dataset: C24H20B2F8MnN4O8 as an isolated structure in a non-equilibrium geometry (ωB97M-V with the def2-TZVPD basis set).

Atoms and positions in Å:
Mn 0.8016 -0.5221 -2.3860
B 2.9631 -0.3871 -3.8209
F 2.3009 -1.4869 -3.3974
F 2.0326 0.5936 -3.7118
F 4.0846 -0.1809 -2.9288
F 3.4833 -0.5865 -5.0841
B -0.1414 1.2322 -0.9414
F -0.9877 0.5964 -1.8402
F 1.0292 1.4347 -1.7482
F -0.6182 2.4541 -0.5024
F 0.0957 0.3126 0.0771
C 4.8738 0.3382 3.3393
C 3.5197 0.4414 3.0168
C 2.9746 -0.1485 1.8623
C 3.8585 -0.8757 1.0233
C 5.1955 -1.0281 1.4485
C 5.7582 -0.2599 2.4523
N 3.3490 -1.6063 -0.1141
O 2.3505 -1.2078 -0.7308
O 3.9303 -2.6196 -0.5852
H 5.2857 0.8398 4.2025
H 2.8673 1.0971 3.5743
H 1.9076 -0.1272 1.6965
H 5.9268 -1.6786 0.9919
H 6.8011 -0.2952 2.7308
C -1.3120 -2.5216 1.9764
C -1.9242 -2.4585 3.1666
C -1.8620 -3.4805 4.0864
C -1.2319 -4.7213 3.6832
C -0.5934 -4.8043 2.4321
C -0.6086 -3.6803 1.6178
N -1.1996 -5.8961 4.6654
O -1.5646 -5.5952 5.7768
O -0.7872 -7.0063 4.3584
H -1.3610 -1.7440 1.2284
H -2.4951 -1.5796 3.4271
H -2.2873 -3.4550 5.0788
H 0.0259 -5.6744 2.2719
H -0.1329 -3.7159 0.6489
C -1.8059 3.3417 2.7501
C -2.1334 3.1778 4.1098
C -2.0069 4.3067 4.9436
C -1.7443 5.5934 4.4621
C -1.3319 5.7556 3.1263
C -1.4739 4.6624 2.3025
N -1.8476 6.7373 5.3523
O -2.4937 7.7402 4.9988
O -1.4374 6.5909 6.5212
H -1.6698 2.4337 2.1814
H -2.5003 2.2170 4.4395
H -2.3177 4.2761 5.9775
H -1.1786 6.6688 2.5704
H -1.0219 4.7032 1.3224
C -2.9466 -1.1349 -8.6877
C -2.0799 -2.0183 -8.0253
C -1.4870 -1.5361 -6.8460
C -1.8789 -0.3375 -6.2290
C -2.6646 0.5544 -6.9959
C -3.1535 0.1561 -8.2382
N -1.4164 0.0213 -4.8637
O -2.1005 0.8744 -4.2295
O -0.3211 -0.3722 -4.3790
H -3.4506 -1.4374 -9.5938
H -1.9697 -3.0216 -8.4095
H -0.9061 -2.2336 -6.2609
H -3.0479 1.5085 -6.6655
H -3.9224 0.7753 -8.6762

Results
total charge	-1
HOMO energy (spin up / spin down)	-2.840 / -5.891	eV
expectation value of S²	12.0155
molar mass	720.990	g/mol
LUMO level (spin up / spin down)	0.40 / 0.37	eV
gap between HOMO and LUMO (spin up / spin down)	3.25 / 6.26	eV
multiplicity	7
F_max	0.09326	hartree/bohr
DFT total energy	-3747.24801	Eh

Mulliken atomic charge list, values in e, 6 entries: 1.068, 0.664, -0.376, -0.230, -0.432, -0.348

***

[3]
Entry from the OMol25 dataset: C24H20B2F8MnN4O8 as an isolated structure in a non-equilibrium geometry (ωB97M-V with the def2-TZVPD basis set).

Atoms and positions in Å:
Mn 19.1410 15.3716 4.8920
B 17.8400 15.5209 7.0081
F 19.2537 15.1537 7.0161
F 17.3792 14.6250 5.9918
F 17.2742 15.3266 8.2201
F 17.7556 16.8237 6.5464
B 20.7305 17.0965 4.0822
F 21.1740 16.1116 5.0444
F 21.6750 17.9819 3.6967
F 20.2888 16.2441 3.0204
F 19.5776 17.6786 4.6462
C 16.6134 19.1360 -0.1592
C 15.4056 18.6714 0.3495
C 15.4043 17.7888 1.4043
C 16.6091 17.3291 1.9170
C 17.8181 17.7835 1.4259
C 17.8106 18.6933 0.3860
N 16.5726 16.3337 2.9653
O 15.5455 15.7724 3.2220
O 17.6324 16.1622 3.5924
H 16.6142 19.8410 -0.9792
H 14.4768 19.0476 -0.0574
H 14.4746 17.5277 1.8943
H 18.7590 17.3640 1.7501
H 18.7544 19.0774 0.0234
C 13.9245 15.0490 7.8896
C 13.8065 16.0337 6.9083
C 13.0628 15.7603 5.7780
C 12.3704 14.5705 5.6867
C 12.5287 13.5771 6.6385
C 13.3130 13.8114 7.7475
N 11.5731 14.3004 4.4867
O 11.5196 15.1706 3.6356
O 11.0069 13.2244 4.4160
H 14.4979 15.3116 8.7696
H 14.3096 16.9694 7.0983
H 12.9226 16.5198 5.0193
H 12.0675 12.6130 6.4677
H 13.4584 13.0804 8.5304
C 18.2016 15.6929 13.6057
C 17.7977 15.9346 12.2995
C 16.9058 15.0807 11.6703
C 16.4156 14.0089 12.3968
C 16.8621 13.7027 13.6682
C 17.7618 14.5598 14.2783
N 15.4193 13.1235 11.7699
O 15.0399 12.1520 12.3920
O 15.0242 13.4351 10.6597
H 18.8873 16.3784 14.0866
H 18.1477 16.8054 11.7611
H 16.6602 15.2090 10.6263
H 16.5247 12.7974 14.1502
H 18.1290 14.3659 15.2768
C 15.4140 19.3428 5.7578
C 16.4143 19.4900 4.7894
C 16.1019 20.1692 3.6317
C 14.8205 20.6246 3.4104
C 13.8043 20.4294 4.3361
C 14.1232 19.7912 5.5181
N 14.5373 21.3674 2.1840
O 13.3750 21.6269 1.9417
O 15.4783 21.6568 1.4644
H 15.6017 18.8178 6.6850
H 17.3886 19.0927 5.0420
H 16.8618 20.4123 2.8984
H 12.8103 20.7627 4.0756
H 13.3810 19.6874 6.2999

Results
ΔE to the lowest compared entry with this formula, charge and spin	0.283	eV
total charge	0
HOMO energy (spin up / spin down)	-9.932 / -9.932	eV
expectation value of S²	8.7519
molar mass	720.990	g/mol
LUMO level (spin up / spin down)	-1.78 / -1.88	eV
gap between HOMO and LUMO (spin up / spin down)	8.16 / 8.05	eV
multiplicity	6
F_max	0.02551	hartree/bohr
DFT total energy	-3747.27619	Eh

Mulliken atomic charge list, values in e, 6 entries: 1.193, 0.386, -0.373, -0.445, -0.024, -0.193

***

[4]
Entry from the OMol25 dataset: C24H20BrClN3O2STi as an isolated structure in a non-equilibrium geometry (ωB97M-V with the def2-TZVPD basis set).

Atoms and positions in Å:
Ti -1.5350 0.2602 -0.0595
O 2.8058 -0.3508 3.1026
C 1.7560 -0.3275 3.9642
C 2.0207 -0.3511 5.3282
C 0.9746 -0.3256 6.2367
C -0.3403 -0.2680 5.7962
C -0.6014 -0.2530 4.4331
C 0.4322 -0.2931 3.5100
C 0.1641 -0.3517 2.0257
O -1.1847 -0.1781 1.6878
N 0.9418 0.6601 1.3506
N 0.4211 0.7383 0.0109
C 1.4250 1.3720 -0.7402
C 1.5637 1.5670 -2.0347
Br -1.2078 0.9127 -2.5072
C 2.3047 1.6991 -3.1188
C 3.3604 0.7562 -3.5246
C 3.6669 -0.3952 -2.7936
C 4.6743 -1.2507 -3.2036
C 5.4140 -0.9772 -4.3494
C 5.1234 0.1640 -5.0821
C 4.1070 1.0159 -4.6756
H 2.4791 -0.0324 2.2327
H 3.0523 -0.3803 5.6543
H 1.1914 -0.3411 7.2979
H -1.1557 -0.2367 6.5068
H -1.6161 -0.2151 4.0591
H 0.4963 -1.3214 1.6279
H 0.7513 1.5510 1.8159
H 2.2057 1.8131 -0.1220
H 2.1052 2.5107 -3.8149
H 3.0965 -0.6145 -1.8995
H 4.8876 -2.1396 -2.6220
H 6.2061 -1.6451 -4.6637
H 5.6885 0.3928 -5.9779
H 3.8840 1.9051 -5.2546
Cl -7.4202 0.5316 -0.7237
C -5.8330 -0.1776 -0.7511
C -5.2532 -0.6047 0.4233
C -3.9871 -1.1788 0.3848
C -3.2862 -1.3506 -0.8194
C -1.8708 -1.7270 -0.7918
C -3.9103 -0.8790 -1.9924
C -5.1650 -0.3115 -1.9638
H -5.7742 -0.4772 1.3621
H -3.5330 -1.5147 1.3108
H -1.4344 -1.9630 -1.7540
H -1.6018 -2.4298 -0.0048
H -3.3842 -0.9664 -2.9323
H -5.6278 0.0468 -2.8731
S -4.9516 3.5446 0.5736
C -3.7161 2.5520 0.2850
N -2.8097 1.8348 0.0701

Results
ΔE to the lowest compared entry with this formula, charge and spin	0.248	eV
total charge	-1
HOMO energy	-5.052	eV
molar mass	577.734	g/mol
LUMO level	2.47	eV
gap between HOMO and LUMO	7.52	eV
F_max	0.03313	hartree/bohr
DFT total energy	-5523.31602	Eh

Mulliken atomic charge list, values in e, 6 entries: 0.439, -0.694, 0.276, -0.638, -0.346, -0.786

***

[5]
Entry from the OMol25 dataset: a 2-piece molecular cluster, C24H20Cl2N overall (ωB97M-V with the def2-TZVPD basis set).

Atoms and positions in Å:
Cl -6.5948 1.7814 2.6107
C -5.1055 0.9300 2.6843
C -5.0951 -0.4637 2.7093
C -3.9056 -1.1429 2.7216
C -2.6831 -0.4394 2.7078
C -1.4474 -1.1210 2.5373
C -0.2269 -0.4783 2.6224
C 0.9232 -0.9295 2.0174
C 2.1413 -0.2031 1.9861
C 3.1565 -0.6107 1.1000
C 4.3307 0.0840 1.0184
C 4.5366 1.2006 1.8226
Cl 6.0268 2.0474 1.7454
C 3.5440 1.6227 2.7023
C 2.3617 0.9390 2.7847
C -2.7200 0.9713 2.7230
C -3.9107 1.6407 2.6956
H -6.0327 -0.9904 2.6632
H -3.8925 -2.2195 2.7398
H -1.4701 -2.1453 2.2039
H -0.1920 0.4657 3.1338
H 0.8661 -1.8398 1.4501
H 2.9767 -1.4583 0.4617
H 5.1005 -0.2164 0.3276
H 3.7278 2.4912 3.3109
H 1.6039 1.2636 3.4759
H -1.8021 1.5314 2.6906
H -3.9376 2.7144 2.6080
C 3.0565 -4.7352 3.1779
C 2.8393 -3.7785 4.2873
C 1.6816 -3.0864 4.5418
C 1.8940 -2.2847 5.6926
C 3.2147 -2.5178 6.1210
N 3.7747 -3.4361 5.2447
C 3.7147 -1.8554 7.2513
C 2.8944 -0.9863 7.9201
C 1.5755 -0.7512 7.4969
C 1.0692 -1.3872 6.3960
H 2.1680 -4.8284 2.5526
H 3.8789 -4.4113 2.5414
H 3.2984 -5.7262 3.5603
H 0.7732 -3.1419 3.9709
H 4.7278 -3.7962 5.3098
H 4.7210 -2.0349 7.5811
H 3.2629 -0.4726 8.7926
H 0.9560 -0.0623 8.0523
H 0.0610 -1.2141 6.0653

Results
ΔE to the lowest compared entry with this formula, charge and spin	0.000	eV
total charge	+1
HOMO energy	-10.142	eV
molar mass	393.337	g/mol
LUMO level	-5.71	eV
gap between HOMO and LUMO	4.43	eV
F_max	0.01819	hartree/bohr
DFT total energy	-1901.44002	Eh

Mulliken atomic charge list, values in e, 6 entries: -0.147, 0.430, -0.705, -0.392, 0.502, -0.361

***

[6]
Entry from the OMol25 dataset: one molecule with the formula C24H20ClFN2O4 (ωB97M-V with the def2-TZVPD basis set).

Atoms and positions in Å:
O -2.1802 0.8767 -2.6262
C -2.3482 1.0502 -1.4389
N -1.7887 2.0186 -0.6823
C -0.8409 2.9693 -1.0663
C -0.4409 3.1383 -2.3870
C 0.5121 4.0989 -2.6656
C 1.0751 4.9002 -1.6916
C 0.6580 4.7240 -0.3817
C -0.2907 3.7719 -0.0679
H -0.5955 3.6234 0.9561
H 1.0832 5.3343 0.4001
H 1.8178 5.6352 -1.9571
F 0.9146 4.2500 -3.9476
H -0.8481 2.5327 -3.1783
H -1.9632 1.9862 0.3198
C -3.2943 0.1423 -0.6306
H -3.9801 0.7541 -0.0340
H -3.8477 -0.4903 -1.3270
O -2.5874 -0.7540 0.2228
C -2.2548 -0.3443 1.4488
O -2.4732 0.7646 1.8669
C -1.5789 -1.4598 2.2054
H -1.8292 -1.3815 3.2630
H -1.9194 -2.4153 1.8067
C -0.0404 -1.3494 2.0500
N 0.3385 -1.2984 0.6560
C 0.5435 -0.1138 0.0427
O 0.5367 0.9408 0.6547
C 0.8310 -0.1405 -1.4237
C 0.2671 -1.0015 -2.3628
C 0.5414 -0.8591 -3.7135
C 1.3972 0.1367 -4.1464
C 1.9737 0.9997 -3.2299
C 1.6786 0.8653 -1.8885
H 2.0901 1.5463 -1.1585
H 2.6327 1.7862 -3.5626
H 1.6010 0.2436 -5.2006
H 0.0729 -1.5248 -4.4218
Cl -0.8405 -2.2570 -1.9236
H 0.2760 -2.1454 0.1119
C 0.6320 -2.5035 2.7502
C 1.3747 -2.2859 3.9024
C 1.9854 -3.3430 4.5545
C 1.8622 -4.6292 4.0584
C 1.1239 -4.8542 2.9088
C 0.5097 -3.7983 2.2599
H -0.0689 -3.9899 1.3671
H 1.0243 -5.8557 2.5171
H 2.3395 -5.4543 4.5653
H 2.5601 -3.1612 5.4504
H 1.4758 -1.2825 4.2891
H 0.2822 -0.3968 2.4857

Results
total charge	0
HOMO energy	-8.449	eV
structure (SMILES)	O=C(COC(=O)C[C@H](NC(=O)c1ccccc1Cl)c1ccccc1)Nc1cccc(F)c1
molar mass	454.885	g/mol
LUMO level	0.58	eV
gap between HOMO and LUMO	9.03	eV
F_max	0.01419	hartree/bohr
DFT total energy	-1897.17473	Eh

Mulliken atomic charge list, values in e, 6 entries: -0.620, 0.700, 0.083, 0.581, -0.504, 0.335

***

[7]
Entry from the OMol25 dataset: C24H20ClNPTl as an isolated structure in a non-equilibrium geometry (ωB97M-V with the def2-TZVPD basis set).

Atoms and positions in Å:
C -1.1511 -1.4025 4.7530
C -1.0138 -1.9227 3.4038
C 0.4164 -2.1250 3.1145
H -1.8109 -2.0832 2.7385
C 1.1868 -1.7586 4.2745
C 0.2577 -1.3962 5.2097
H 0.5529 -0.8336 6.2602
H -2.0061 -1.0411 5.2293
H 0.8125 -2.4587 2.2004
H 2.2220 -1.6735 4.3495
Tl -0.0091 0.1619 3.3545
Cl 1.8672 1.2748 3.0309
P 0.1163 0.3479 -0.3396
C 1.2165 -0.7118 -1.3560
C 0.7985 -1.4287 -2.4799
H -0.2351 -1.3767 -2.7947
C 1.7015 -2.2052 -3.1971
H 1.3605 -2.7570 -4.0655
C 3.0338 -2.2719 -2.8091
H 3.7356 -2.8770 -3.3715
C 3.4611 -1.5626 -1.6917
H 4.4979 -1.6137 -1.3790
C 2.5618 -0.7981 -0.9639
H 2.8938 -0.2585 -0.0859
C -1.5333 -0.0815 -1.0189
C -2.1717 -1.2108 -0.4815
H -1.6846 -1.7707 0.3071
C -3.4119 -1.6117 -0.9551
H -3.8887 -2.4897 -0.5339
C -4.0483 -0.8845 -1.9549
H -5.0224 -1.1931 -2.3171
C -3.4321 0.2430 -2.4831
H -3.9228 0.8160 -3.2612
C -2.1819 0.6410 -2.0227
H -1.7060 1.5156 -2.4458
C 0.4018 1.9970 -1.0918
C 1.1045 2.2064 -2.2813
H 1.5189 1.3612 -2.8140
C 1.2717 3.4917 -2.7843
H 1.8211 3.6376 -3.7072
C 0.7348 4.5836 -2.1137
H 0.8658 5.5842 -2.5095
C 0.0336 4.3867 -0.9289
H -0.3836 5.2343 -0.3969
C -0.1239 3.1084 -0.4149
H -0.6573 2.9593 0.5151
N -0.0285 0.0760 6.8295
C -0.0218 0.1714 5.4802

Results
total charge	0
HOMO energy (spin up / spin down)	-8.316 / -6.558	eV
molar mass	593.241	g/mol
LUMO level (spin up / spin down)	-0.77 / -0.63	eV
gap between HOMO and LUMO (spin up / spin down)	7.55 / 5.93	eV
F_max	0.18260	hartree/bohr
DFT total energy	-1954.92340	Eh

Mulliken atomic charge list, values in e, 6 entries: -0.822, -0.419, -0.313, 0.563, -1.287, 0.721

***

[8]
Entry from the OMol25 dataset: a 2-piece molecular cluster, C24H20F2 overall in a non-equilibrium geometry (ωB97M-V with the def2-TZVPD basis set).

Atoms and positions in Å:
C -0.1962 -1.5301 5.9959
C -0.7270 -0.6714 4.9153
C 0.1324 0.1875 4.2391
F 1.4411 0.2273 4.6533
C -0.2548 0.9767 3.1791
C -1.6391 1.0358 2.8332
C -2.2013 1.8797 1.8510
C -1.6076 2.9295 1.1162
C -0.2843 3.4289 1.3125
C 0.2092 4.3631 0.4304
F 1.5158 4.7664 0.5542
C -0.5533 4.9630 -0.5656
C 0.0484 6.0249 -1.4011
C -1.8880 4.5494 -0.7026
C -2.3961 3.5513 0.0990
C -2.5196 0.1365 3.5118
C -2.0725 -0.6968 4.5129
H -0.9930 -2.1710 6.3795
H 0.6170 -2.1717 5.6346
H 0.1974 -0.9369 6.8304
H 0.5041 1.5100 2.6184
H -3.2612 1.7139 1.6493
H 0.3357 3.1078 2.1408
H -0.7098 6.4433 -2.0670
H 0.4492 6.8378 -0.7823
H 0.8717 5.6425 -2.0170
H -2.5138 5.0282 -1.4583
H -3.4244 3.2106 -0.0262
H -3.5651 0.1207 3.2022
H -2.7576 -1.3826 5.0143
C -2.6900 -2.0961 -1.2147
C -1.8460 -1.6724 -0.1506
C -1.3236 -0.3962 -0.4900
C -1.8349 -0.0036 -1.7643
C -2.7071 -1.0871 -2.2260
C -3.3533 -0.9743 -3.4627
C -3.1540 0.1748 -4.2401
C -2.3138 1.2177 -3.7951
C -1.6535 1.1321 -2.5626
H -3.2443 -3.0274 -1.2863
H -1.6289 -2.2296 0.7596
H -0.6282 0.2079 0.0841
H -4.0015 -1.7863 -3.7999
H -3.6543 0.2683 -5.2078
H -2.1745 2.1021 -4.4224
H -1.0007 1.9296 -2.2023

Results
total charge	0
HOMO energy	-5.921	eV
molar mass	346.420	g/mol
LUMO level	-2.60	eV
gap between HOMO and LUMO	3.32	eV
F_max	0.03240	hartree/bohr
DFT total energy	-1126.16049	Eh

Mulliken atomic charge list, values in e, 6 entries: -1.409, 0.925, -0.241, -0.367, -0.478, 1.121